--- a ---
The following is a quantum chemistry calculation of a cluster of 2 separate species, C4H11NO3 in total, from OMol25.

Last columns: bonded neighbours and bond lengths (Å).
Element x y z (Å)
1 C 1.8967 -1.2089 1.5101  C2 1.566, H8 1.088, H9 1.013, H10 1.178
2 C 0.6509 -1.0054 0.5833  C1 1.566, C3 1.523, H11 1.122, H12 1.217
3 C 0.1729 0.3785 0.1644  C2 1.523, O4 1.211, N5 1.424
4 O 0.2912 1.2477 0.9989  C3 1.211
5 N -0.1063 0.7816 -1.1728  C3 1.424, C6 1.434, H13 0.986
6 C -0.6693 -0.2033 -2.0497  N5 1.434, O7 1.380, H14 1.119, H15 1.203
7 O -1.1742 -1.3599 -1.4919  C6 1.380, H16 1.019
8 H 1.8381 -0.5203 2.3508  C1 1.088
9 H 1.9557 -2.0905 2.0049  C1 1.013
10 H 2.9101 -0.8529 1.0256  C1 1.178
11 H -0.2946 -1.2685 1.1262  C2 1.122
12 H 0.8178 -1.5910 -0.4707  C2 1.217
13 H -0.2537 1.7348 -1.3770  N5 0.986
14 H -1.5327 0.1798 -2.6496  C6 1.119
15 H 0.2602 -0.7183 -2.6135  C6 1.203
16 H -1.9138 -1.2674 -0.7971  O7 1.019
17 O -1.9390 2.7365 0.8971  H18 0.980, H19 0.895
18 H -1.6888 2.0348 1.5336  O17 0.980
19 H -1.2212 2.9925 0.4275  O17 0.895

Values from the calculation:
E_LUMO = 0.55 eV
Multiplicity = 1
Kohn-Sham gap = 10.4 eV
SMILES string = CCC(=O)NCO.O
Total charge = 0
HOMO = -9.81 eV

---

--- b ---
The following is a quantum chemistry calculation of a cluster of 2 separate species, C4H11NO3 in total, from OMol25.

Last columns: bonded neighbours and bond lengths (Å).
Element x y z (Å)
1 C -1.1686 -1.3104 -1.5895  C2 1.539, H8 1.096, H9 1.082, H10 1.082
2 C 0.0213 -0.4470 -1.1356  C1 1.539, N3 1.459, H11 1.108, H12 1.060
3 N 0.2225 -0.7648 0.2745  C2 1.459, C4 1.476, H13 1.010
4 C 0.9387 0.3372 0.9453  N3 1.476, C5 1.531, H14 1.104, H15 1.096
5 C 1.3991 -0.0745 2.3457  C4 1.531, O6 1.191, O7 1.364
6 O 2.5206 -0.2793 2.6905  C5 1.191
7 O 0.2676 -0.4373 3.0157  C5 1.364, H16 0.966
8 H -1.1921 -1.5996 -2.6464  C1 1.096
9 H -2.0945 -0.7905 -1.3797  C1 1.082
10 H -1.1280 -2.2536 -1.0610  C1 1.082
11 H -0.2715 0.6030 -1.3317  C2 1.108
12 H 0.9229 -0.6016 -1.6706  C2 1.060
13 H -0.6078 -0.9902 0.8036  N3 1.010
14 H 1.8566 0.5020 0.3536  C4 1.104
15 H 0.4037 1.2858 1.0675  C4 1.096
16 H 0.4098 -0.6183 3.9540  O7 0.966
17 O -0.5317 2.6038 -1.8199  H18 0.964, H19 0.973
18 H -1.0281 1.7798 -1.7549  O17 0.964
19 H -0.9406 3.0554 -1.0611  O17 0.973

Values from the calculation:
E_LUMO = 0.54 eV
Multiplicity = 1
Kohn-Sham gap = 9.8 eV
SMILES string = CCNCC(=O)O.O
Total charge = 0
HOMO = -9.21 eV

---

If you had to name the least stable structure above, which would it be? It would be a.